Molecular formula: C8H7N2O3S2
Method: DFT, ωB97M-V/def2-TZVPD

The geometry in ORCA input format:
```
! wB97M-V def2-TZVPD RIJCOSX def2/J DEFGRID3
* xyz -1 1
C 1.9110 0.8713 1.3375
C 1.4526 -1.5676 1.3975
C 0.8066 1.0678 0.6394
C 0.3437 -1.3771 0.7031
C 0.3290 -0.2894 -1.3802
C -3.5719 0.1501 -1.1320
C 2.4581 -0.4885 1.6495
C -0.0085 -0.0538 0.0795
N -1.4176 1.4882 -2.0389
N -2.0874 0.3852 -2.0200
O -4.4902 0.1413 -1.8801
O 1.4199 -0.2369 -1.8662
O -3.2500 0.0332 0.0107
S -2.1012 2.8417 -1.5762
S -1.0868 -0.9448 -2.3387
H 2.4805 1.7065 1.7255
H 1.6724 -2.5416 1.8189
H 0.4407 2.0603 0.4216
H -0.3602 -2.1789 0.5272
H 3.3421 -0.6726 1.0224
H 2.7975 -0.5280 2.6913
H -1.0805 0.1336 0.2083
*
```

Output
lowest unoccupied orbital energy	0.1134	hartree
E	-1440.6529	Ha
F_max	0.02823	Eh/bohr

Listed below, in e, are the natural (NBO) charges computed for each atom: -0.1866 -0.1830 -0.1446 -0.1476 0.4943 0.9425 -0.4792 -0.4739 -0.3571 -0.4291 -0.6454 -0.5461 -0.6720 -0.0553 0.3318 0.1938 0.1943 0.2244 0.2159 0.2210 0.2032 0.2984

---

Molecular formula: C25H15Cl4I2IrN2O9S2
Method: DFT, ωB97M-V/def2-TZVPD

The geometry in ORCA input format:
```
! wB97M-V def2-TZVPD RIJCOSX def2/J DEFGRID3
* xyz -1 6
Ir -0.2873 0.0464 -0.2153
I -0.2486 -6.2814 3.8939
C -0.7567 -4.7078 2.5917
C -1.1434 -4.9773 1.2897
C -1.4650 -3.9176 0.4695
I -2.1428 -4.2594 -1.4809
C -1.4050 -2.5612 0.8704
O -1.7262 -1.6074 0.0551
C -1.0207 -2.3451 2.2214
C -0.9032 -0.9373 2.7276
N 0.2046 -0.2491 2.0554
C 0.6284 1.0066 2.6716
C 0.5612 2.1709 1.7098
C 1.3764 3.2806 1.8482
C 1.2051 4.3516 0.9879
C 0.2081 4.2879 0.0251
C -0.5401 3.1330 -0.0701
N -0.3713 2.0895 0.7524
C -0.7006 -3.4047 3.0534
H -1.1909 -5.9909 0.9181
H -0.7482 -0.9612 3.8136
H -1.8203 -0.3797 2.5139
H 0.9842 -0.8848 1.9111
H 1.6415 0.9282 3.0685
H -0.0545 1.2312 3.4968
H 2.1493 3.2943 2.6048
H 1.8402 5.2242 1.0649
H 0.0413 5.1057 -0.6588
H -1.2958 3.0118 -0.8356
H -0.4187 -3.2086 4.0809
O 3.2686 -1.2258 -1.5493
S 2.1188 -2.0768 -1.4186
O 2.4610 -3.4699 -1.2605
O 1.1481 -1.6687 -0.3588
C 1.0776 -2.0036 -2.8955
C 0.8715 -3.2652 -3.4493
C -0.0547 -3.4858 -4.4502
C -0.8163 -2.4317 -4.9191
C -0.6208 -1.1690 -4.3954
C 0.3236 -0.9410 -3.3915
S 0.1192 0.8109 -2.9618
O 0.0965 1.5673 -4.1724
O 2.7630 0.8071 -3.1807
O -1.1649 0.7946 -2.2464
H 1.4530 -4.0756 -3.0373
H -0.2021 -4.4842 -4.8397
H -1.5730 -2.5876 -5.6760
H -1.2020 -0.3306 -4.7491
Cl 4.7489 4.9329 -3.1410
C 4.2135 3.4661 -2.4096
C 5.1243 2.6830 -1.6718
Cl 6.8020 3.0276 -1.7054
C 4.6183 1.7269 -0.7936
Cl 5.6358 0.9057 0.3170
C 3.2551 1.3886 -0.7672
O 2.5361 1.1141 0.1742
C 2.4916 1.6517 -2.2718
O 1.0405 1.6030 -1.9040
C 2.8964 3.0967 -2.4965
Cl 1.6927 4.1550 -3.0945
*
```

Output
lowest unoccupied orbital energy (alpha / beta)	0.0778 / 0.0158	hartree
E	-5085.0986	Ha
F_max	0.03507	Eh/bohr

Listed below, in e, are the natural (NBO) charges computed for each atom: 1.3357 0.0876 -0.1860 -0.2490 -0.2277 0.1236 0.4263 -0.8173 -0.1500 -0.2288 -0.6449 -0.2606 0.2726 -0.2460 -0.1359 -0.2532 0.0732 -0.5397 -0.2177 0.2310 0.1798 0.2096 0.4243 0.2229 0.2102 0.2243 0.2219 0.2316 0.2213 0.2112 -0.9537 2.4297 -0.9778 -1.0627 -0.2216 -0.1999 -0.1897 -0.2081 -0.1858 -0.2989 2.3596 -0.9111 -0.4443 -0.9703 0.2646 0.2153 0.2151 0.2418 0.0138 -0.1008 -0.1120 0.0294 -0.2368 0.0263 0.5081 -0.5553 0.4439 -0.7399 -0.1640 0.0349

---

Molecular formula: C5H8N4
Method: DFT, ωB97M-V/def2-TZVPD

The geometry in ORCA input format:
```
! wB97M-V def2-TZVPD RIJCOSX def2/J DEFGRID3
* xyz 0 1
C -2.7709 -1.0958 -0.2329
C -1.7004 -0.3613 0.3347
C 0.1605 0.7750 0.6448
C 1.5536 1.0247 0.2348
C 0.1788 -0.9982 -0.9846
H -3.7626 -1.1604 0.1425
H -2.6665 -1.8253 -1.0632
H -1.9486 0.2799 1.0880
H -0.4779 1.7046 0.6917
H 0.4153 0.2992 1.8106
H 3.2290 1.9526 0.5964
H 3.0856 -0.0160 -0.4693
H -0.6231 -1.5409 -1.7052
N -0.4423 -0.1916 -0.1605
N 2.1702 2.0253 0.7526
N 2.0959 0.0915 -0.5507
N 1.5033 -0.9632 -1.1297
*
```

Output
lowest unoccupied orbital energy	0.0174	hartree
E	-414.2123	Ha
F_max	0.15260	Eh/bohr

Listed below, in e, are the natural (NBO) charges computed for each atom: -0.4673 0.0186 -0.2415 0.3911 0.2175 0.2122 0.1899 0.1988 0.2410 0.1970 0.3247 0.3892 0.2205 -0.4630 -0.6992 -0.4297 -0.2999

---

The highest F_max belongs to which entry? C5H8N4

---

F_max of number 2 (C25H15Cl4I2IrN2O9S2)? 0.03507 Eh/bohr